A structure of composition C4H7FOS. Source: the OMol25 dataset; level of theory: ωB97M-V with the def2-TZVPD basis set.

Geometry as XYZ:
```
14
C4H7FOS ωB97M-V with the def2-TZVPD basis set
C -0.449 -0.017 -0.599
C -0.504 1.492 -0.388
C 0.275 -0.581 0.679
C 1.566 0.153 0.756
O 0.521 -1.955 0.620
F 1.860 0.426 2.080
S 1.249 2.122 -0.395
H -1.382 -0.517 -0.766
H 0.035 -0.237 -1.468
H -0.952 2.031 -1.143
H -0.828 1.694 0.626
H -0.463 -0.437 1.631
H 2.434 -0.206 0.147
H 0.713 -2.335 1.529
```

Its charge is 0. Its gap between HOMO and LUMO is 8.9 eV. As for the spin multiplicity: 1. The value obtained for the energy above the lowest of the compared OMol25 structures with the same formula, charge and spin is 35.36 kcal/mol. The largest force on an atom is 3.7 eV/A.

---

The molecule C4H7FOS. Source: the OMol25 dataset; level of theory: ωB97M-V with the def2-TZVPD basis set.

Geometry as XYZ:
```
14
C4H7FOS ωB97M-V with the def2-TZVPD basis set
C 1.220 -1.441 -1.964
C 0.843 -0.053 -0.168
C -0.123 0.884 0.577
C 0.153 -0.529 1.107
H 2.230 -1.048 -2.023
H 1.190 -2.339 -1.368
H 0.854 -1.602 -2.970
H 1.917 0.130 -0.115
H 0.352 1.684 1.168
H -1.574 0.434 -1.137
H -0.548 -1.355 1.130
O 0.327 -0.542 -1.340
F 0.891 -0.566 2.266
S -1.726 1.273 -0.104
```

Its charge is 0. Its gap between HOMO and LUMO is 9.7 eV. As for the spin multiplicity: 1. Its SMILES is CO[C@@H]1[C@@H](F)[C@@H]1S. The value obtained for the energy above the lowest of the compared OMol25 structures with the same formula, charge and spin is 32.54 kcal/mol. The largest force on an atom is 1.8 eV/A.

---

The molecule C4H7FS. Source: the OMol25 dataset; level of theory: ωB97M-V with the def2-TZVPD basis set.

Geometry as XYZ:
```
13
C4H7FS ωB97M-V with the def2-TZVPD basis set
C -1.337 0.979 -0.154
C -0.220 -0.099 -0.068
C 1.209 0.473 -0.100
C -0.609 -1.369 0.017
H -2.288 0.408 -0.172
H -1.210 1.504 0.747
H -1.289 1.782 -0.973
H 1.408 0.942 0.868
H 1.240 1.219 -0.940
H 2.536 -1.267 0.983
H -0.114 -2.199 0.393
F -1.864 -1.619 -0.312
S 2.538 -0.756 -0.290
```

Its charge is 0. Its gap between HOMO and LUMO is 10.0 eV. As for the spin multiplicity: 1. Its SMILES is C/C(=C\F)CS. The value obtained for the energy above the lowest of the compared OMol25 structures with the same formula, charge and spin is 35.31 kcal/mol. The largest force on an atom is 2.6 eV/A.

---

A structure of composition C4H7GaO3. Source: the OMol25 dataset; level of theory: ωB97M-V with the def2-TZVPD basis set.

Geometry as XYZ:
```
15
C4H7GaO3 ωB97M-V with the def2-TZVPD basis set
H 0.657 3.561 -0.763
O 2.183 1.089 -0.295
C 2.319 -0.019 0.165
C 1.035 -0.818 0.405
O 0.271 -0.769 -0.589
C -1.168 -1.004 -0.553
C -1.693 0.033 0.442
O -0.874 1.135 0.534
Ga 0.258 2.043 -0.498
H 3.285 -0.542 0.232
H 0.994 -1.635 1.139
H -1.332 -2.043 -0.248
H -1.513 -0.832 -1.578
H -1.684 -0.451 1.438
H -2.739 0.254 0.167
```

Its charge is +2. Its gap between HOMO and LUMO is 7.8 eV. As for the spin multiplicity: 1. The value obtained for the energy above the lowest of the compared OMol25 structures with the same formula, charge and spin is 8.67 kcal/mol. The largest force on an atom is 2.2 eV/A.

---

A cluster of 2 separate species, C4H7I in total. Source: the OMol25 dataset; level of theory: ωB97M-V with the def2-TZVPD basis set.

Geometry as XYZ:
```
12
C4H7I ωB97M-V with the def2-TZVPD basis set
C -0.138 1.638 0.114
C 0.559 0.605 0.048
C 1.716 -0.219 -0.273
C -1.409 -1.334 0.280
I -3.011 -0.029 0.129
H -1.209 1.674 -0.084
H 0.061 2.665 0.612
H 1.838 -1.062 0.383
H 1.555 -0.404 -1.264
H 2.704 0.200 -0.027
H -1.642 -2.249 0.868
H -1.023 -1.484 -0.786
```

Its charge is 0. Its gap between HOMO and LUMO (alpha / beta) is 7.0 / 8.7 eV. As for the spin multiplicity: 1. The value obtained for the energy above the lowest of the compared OMol25 structures with the same formula, charge and spin is 107.51 kcal/mol. The largest force on an atom is 4.9 eV/A.

---

A structure of composition C4H7N. Source: the OMol25 dataset; level of theory: ωB97M-V with the def2-TZVPD basis set.

Geometry as XYZ:
```
12
C4H7N ωB97M-V with the def2-TZVPD basis set
C -0.552 -0.389 0.058
C -0.951 1.036 0.199
N -1.398 -1.334 0.449
C 0.871 -0.785 -0.070
C 1.901 0.046 -0.159
H -2.367 -1.044 0.319
H -0.970 0.400 -1.044
H -0.383 1.918 -0.097
H -1.858 1.217 0.778
H 1.027 -1.858 -0.097
H 2.916 -0.321 -0.114
H 1.763 1.115 -0.223
```

Its charge is 0. Its gap between HOMO and LUMO is 9.0 eV. As for the spin multiplicity: 1. The value obtained for the energy above the lowest of the compared OMol25 structures with the same formula, charge and spin is 87.12 kcal/mol. The largest force on an atom is 4.3 eV/A.

---

The molecule C4H7N. Source: the OMol25 dataset; level of theory: ωB97M-V with the def2-TZVPD basis set.

Geometry as XYZ:
```
12
C4H7N ωB97M-V with the def2-TZVPD basis set
C -1.023 -0.952 0.137
C -0.588 0.401 -0.392
C 0.702 0.912 0.226
C 1.834 -0.024 0.030
H -1.061 -0.987 1.229
H -0.363 -1.804 -0.159
H -2.014 -1.182 -0.263
H -1.373 1.164 -0.215
H -0.481 0.300 -1.499
H 0.635 1.066 1.310
H 1.025 1.873 -0.232
N 2.707 -0.767 -0.173
```

Its charge is 0. Its gap between HOMO and LUMO is 12.4 eV. As for the spin multiplicity: 1. Its SMILES is CCCC#N. The value obtained for the energy above the lowest of the compared OMol25 structures with the same formula, charge and spin is 2.47 kcal/mol. The largest force on an atom is 2.0 eV/A.

---

The molecule C4H7N. Source: the OMol25 dataset; level of theory: ωB97M-V with the def2-TZVPD basis set.

Geometry as XYZ:
```
12
C4H7N ωB97M-V with the def2-TZVPD basis set
N 1.696 -0.544 0.129
C 0.386 0.035 0.297
C 0.001 0.587 1.465
C -1.680 0.279 -1.178
C -0.620 -0.407 -0.728
H 2.322 -0.010 0.726
H 1.971 -0.207 -0.795
H -0.882 1.316 1.488
H 0.412 0.286 2.433
H -2.009 0.104 -2.195
H -2.129 1.056 -0.503
H -0.353 -1.409 -1.036
```

Its charge is 0. Its gap between HOMO and LUMO is 8.9 eV. As for the spin multiplicity: 1. Its SMILES is C=CC(=C)N. The value obtained for the energy above the lowest of the compared OMol25 structures with the same formula, charge and spin is 55.37 kcal/mol. The largest force on an atom is 2.1 eV/A.

---

A cluster of 2 separate species, C4H7N in total. Source: the OMol25 dataset; level of theory: ωB97M-V with the def2-TZVPD basis set.

Geometry as XYZ:
```
12
C4H7N ωB97M-V with the def2-TZVPD basis set
C 1.714 -2.460 0.219
C -0.284 -0.612 0.757
C -0.231 0.709 0.671
C -0.199 1.462 -0.686
N 2.514 -1.770 -0.258
H -0.350 -1.260 -0.091
H -0.323 -1.008 1.698
H -0.050 1.443 1.424
H -0.791 0.850 -1.389
H 0.933 1.721 -0.996
H -0.722 2.445 -0.484
H 3.077 -0.934 -0.615
```

Its charge is 0. Its gap between HOMO and LUMO is 10.4 eV. As for the spin multiplicity: 1. The value obtained for the energy above the lowest of the compared OMol25 structures with the same formula, charge and spin is 64.21 kcal/mol. The largest force on an atom is 3.6 eV/A.

---

A cluster of 2 separate species, C4H7N in total. Source: the OMol25 dataset; level of theory: ωB97M-V with the def2-TZVPD basis set.

Geometry as XYZ:
```
12
C4H7N ωB97M-V with the def2-TZVPD basis set
C -0.439 0.567 -0.383
C -0.005 -0.621 -1.185
C 0.075 2.438 1.639
C 0.178 -2.008 -0.516
N -1.374 0.219 -1.194
H 0.724 -0.659 -2.024
H 0.995 2.923 1.544
H -0.056 1.335 1.923
H -0.875 2.981 1.369
H 1.160 -2.068 -0.047
H 0.261 -2.840 -1.341
H -0.645 -2.266 0.214
```

Its charge is 0. Its gap between HOMO and LUMO (alpha / beta) is 7.3 / 9.4 eV. As for the spin multiplicity: 1. The value obtained for the energy above the lowest of the compared OMol25 structures with the same formula, charge and spin is 149.25 kcal/mol. The largest force on an atom is 4.2 eV/A.

---

The molecule C4H7N. Source: the OMol25 dataset; level of theory: ωB97M-V with the def2-TZVPD basis set.

Geometry as XYZ:
```
12
C4H7N ωB97M-V with the def2-TZVPD basis set
C -0.930 -0.357 -0.822
C 0.240 0.424 -0.316
C 0.850 1.547 -0.712
C 0.381 -0.963 1.550
N 1.014 -0.370 0.623
H -1.638 0.131 -1.484
H -1.485 -0.767 0.027
H -0.539 -1.312 -1.181
H 1.867 1.731 -0.397
H 0.194 2.366 -0.994
H -0.512 -0.427 1.901
H 0.559 -2.003 1.806
```

Its charge is 0. Its gap between HOMO and LUMO is 8.8 eV. As for the spin multiplicity: 1. Its SMILES is C=NC(=C)C. The value obtained for the energy above the lowest of the compared OMol25 structures with the same formula, charge and spin is 59.91 kcal/mol. The largest force on an atom is 2.7 eV/A.

---

The molecule C4H7N. Source: the OMol25 dataset; level of theory: ωB97M-V with the def2-TZVPD basis set.

Geometry as XYZ:
```
12
C4H7N ωB97M-V with the def2-TZVPD basis set
C 0.690 -0.620 0.290
C -0.723 -0.656 0.563
C 1.922 0.279 -0.071
C -1.659 0.292 -0.222
N 0.111 -1.664 -0.156
H -1.001 -0.828 1.631
H 2.229 0.694 0.879
H 1.539 0.949 -0.836
H 2.696 -0.289 -0.735
H -1.631 0.268 -1.236
H -1.547 1.412 -0.056
H -2.623 0.163 -0.051
```

Its charge is 0. Its gap between HOMO and LUMO is 10.6 eV. As for the spin multiplicity: 1. Its SMILES is CC1=N[C@@H]1C. The value obtained for the energy above the lowest of the compared OMol25 structures with the same formula, charge and spin is 62.98 kcal/mol. The largest force on an atom is 4.8 eV/A.